The ion C6H12N with charge +1, computed with ωB97M-V/def2-TZVPD.

The geometry in XYZ format:
```
19
Properties=species:S:1:pos:R:3:forces:R:3:lowdin_charge:R:1
C -1.831 0.740 0.086 0.9 -0.1 0.9 -0.253
C -1.068 0.097 -1.064 0.3 -0.5 -0.2 -0.130
C 0.267 -0.315 -0.469 -0.9 0.0 0.6 -0.289
C 0.459 -1.569 0.039 1.1 0.6 -0.2 0.240
C 2.622 0.471 0.198 -0.3 0.4 0.3 -0.027
C 1.212 0.683 -0.214 0.8 -0.5 -1.2 0.067
N -2.268 -0.277 1.001 -0.5 -0.7 -0.4 0.043
H -1.078 1.361 0.622 -0.3 0.6 -0.3 0.120
H -2.621 1.371 -0.309 -0.2 0.0 0.2 0.131
H -1.611 -0.792 -1.387 0.0 0.0 -0.2 0.129
H -0.943 0.757 -1.921 -0.1 0.1 0.1 0.128
H 0.034 -2.454 -0.410 -0.6 -0.1 0.3 0.117
H 1.199 -1.668 0.828 0.0 -0.4 -0.1 0.105
H 2.735 0.050 1.200 -0.1 -0.1 0.0 0.111
H 3.072 -0.228 -0.510 0.0 -0.1 0.0 0.120
H 1.032 1.621 -0.731 -0.3 0.3 0.4 0.144
H -1.772 -1.154 0.967 -0.1 -0.1 -0.1 0.055
H 3.173 1.402 0.143 0.1 0.1 0.1 0.094
H -2.614 -0.098 1.930 0.1 0.6 -0.2 0.095
```
Forces are in eV/Å.

Computed properties:
LUMO level in eV: -6.973
ΔE to the lowest compared entry with this formula, charge and spin in kcal/mol: 67.0
HOMO level in eV: -12.984
Total charge: +1
Max |F| in eV Å⁻¹: 1.6
Kohn-Sham gap in eV: 6.010


A cluster of 2 separate species, C6H12N in total, computed with ωB97M-V/def2-TZVPD.

The geometry in XYZ format:
```
19
Properties=species:S:1:pos:R:3:forces:R:3:lowdin_charge:R:1
C 1.557 0.955 1.202 -0.9 -1.6 1.8 -0.086
C 1.569 0.482 -0.251 -2.1 7.7 -0.5 -0.223
C 0.228 0.612 -1.065 0.0 -2.1 0.3 -0.122
C -0.998 -0.096 -0.364 4.8 1.8 -2.0 -0.396
C -2.098 0.643 -0.094 0.0 -2.5 0.7 0.163
C -0.613 -1.566 -0.480 -0.8 -0.3 2.8 -0.035
N -0.297 -1.209 0.791 -2.4 2.2 -0.2 0.134
H 2.281 1.760 1.449 -0.1 -0.9 -0.4 0.091
H 0.539 1.379 1.461 1.0 -0.7 -0.4 0.101
H 1.667 0.017 1.903 0.1 2.1 -1.1 0.118
H 2.313 1.178 -0.768 -0.5 -1.7 0.2 0.160
H 1.995 -0.510 -0.414 1.6 -4.0 -0.6 0.010
H -0.031 1.641 -1.333 0.6 0.1 0.4 0.135
H 0.324 0.047 -2.034 0.1 0.8 0.7 0.135
H -2.140 1.695 -0.242 -0.1 0.5 -0.3 0.086
H -2.911 0.072 0.296 -0.9 0.3 0.3 0.077
H -1.178 -2.444 -0.639 -1.0 -0.9 -0.5 0.091
H 2.351 -1.351 -0.538 -1.0 0.8 0.1 0.372
H -1.002 -1.200 1.638 1.6 -1.7 -1.3 0.188
```
Forces are in eV/Å.

Computed properties:
LUMO level in eV: -7.095
ΔE to the lowest compared entry with this formula, charge and spin in kcal/mol: 242.0
HOMO level in eV: -12.257
Total charge: +1
Max |F| in eV Å⁻¹: 8.0
Kohn-Sham gap in eV: 5.162


Number 2 is which compound?
C6H12N


HOMO level of number 1 (C6H12N)?
-12.984 eV